# C38H32AsN3O13P2Sr

A structure of composition C38H32AsN3O13P2Sr at a distorted geometry (ωB97M-V/def2-TZVPD, the OMol25 dataset).

Computed properties:
**Net charge**: -2
**HOMO energy**: -0.088 Ha
**Energy**: -5559.33434 a.u.
**Frontier orbital gap**: 6.092 eV
**Relative energy (zero: lowest compared OMol25 entry of this formula, charge and spin)**: 0.2740 eV

Element x y z (Å)
Sr (-1.56, -0.40, 0.57)
O (-2.43, 4.96, -5.31)
C (-2.40, 5.14, -4.08)
O (-2.82, 6.10, -3.40)
C (-1.72, 4.01, -3.26)
C (-1.22, 2.87, -3.86)
C (-0.61, 1.88, -3.08)
N (-0.48, 1.98, -1.76)
C (-0.95, 3.09, -1.19)
C (-1.58, 4.11, -1.89)
C (-0.78, 3.24, 0.29)
C (-0.71, 4.51, 0.86)
C (-0.69, 4.65, 2.23)
C (-0.73, 3.50, 3.02)
C (-0.72, 2.29, 2.37)
N (-0.73, 2.14, 1.04)
C (-0.05, 0.68, -3.76)
C (-0.75, 0.08, -4.80)
C (-0.18, -1.00, -5.45)
C (1.06, -1.45, -5.04)
C (1.68, -0.79, -3.99)
N (1.16, 0.26, -3.37)
H (-1.29, 2.77, -4.94)
H (-2.00, 4.99, -1.41)
H (-0.68, 5.38, 0.22)
H (-0.65, 5.63, 2.69)
H (-0.73, 3.54, 4.10)
H (-0.70, 1.37, 2.95)
H (-1.73, 0.44, -5.07)
H (-0.72, -1.51, -6.24)
H (1.53, -2.32, -5.48)
H (2.64, -1.13, -3.62)
O (-1.00, -4.71, -2.61)
C (-1.10, -3.50, -2.34)
O (-2.02, -2.71, -2.65)
C (0.08, -2.88, -1.50)
O (1.23, -3.29, -1.66)
O (-0.22, -1.95, -0.65)
C (-3.71, -1.68, -0.58)
C (-4.37, -0.98, 0.62)
O (-5.73, -1.50, 0.65)
P (-3.68, -1.35, 2.38)
O (-5.05, -1.29, 3.24)
O (-2.87, -0.13, 2.76)
O (-3.05, -2.68, 2.37)
P (-4.46, 0.84, 0.33)
O (-5.80, 1.12, -0.49)
O (-4.89, 1.49, 1.70)
O (-3.22, 1.36, -0.28)
H (-3.15, -2.58, -0.32)
H (-3.07, -1.08, -1.23)
H (-4.52, -2.00, -1.24)
H (-6.23, -0.97, 1.28)
H (-5.48, -2.16, 3.18)
H (-4.22, 1.23, 2.38)
H (-5.73, 0.83, -1.40)
C (4.39, 1.58, 4.23)
C (3.47, 2.25, 3.43)
C (2.67, 1.53, 2.55)
C (2.77, 0.15, 2.45)
C (3.71, -0.51, 3.24)
C (4.51, 0.20, 4.13)
As (1.63, -0.75, 1.09)
C (1.52, -2.48, 1.98)
C (1.66, -3.70, 1.32)
C (1.44, -4.89, 2.02)
C (1.07, -4.87, 3.36)
C (0.91, -3.65, 4.01)
C (1.14, -2.47, 3.32)
C (3.07, -0.84, -0.20)
C (3.17, 0.24, -1.06)
C (4.28, 0.36, -1.90)
C (5.26, -0.62, -1.89)
C (5.14, -1.72, -1.06)
C (4.05, -1.83, -0.21)
H (5.01, 2.14, 4.92)
H (3.37, 3.32, 3.50)
H (1.96, 2.06, 1.92)
H (3.81, -1.58, 3.17)
H (5.23, -0.32, 4.74)
H (1.86, -3.72, 0.26)
H (1.53, -5.83, 1.49)
H (0.89, -5.80, 3.89)
H (0.59, -3.62, 5.04)
H (1.00, -1.52, 3.84)
H (2.38, 0.98, -1.11)
H (4.34, 1.20, -2.58)
H (6.12, -0.53, -2.56)
H (5.89, -2.50, -1.07)
H (3.96, -2.69, 0.45)